C27H46N12O18P as an isolated structure. Source: the OMol25 dataset; level of theory: ωB97M-V/def2-TZVPD.

The geometry in XYZ format:
```
104
Properties=species:S:1:pos:R:3:lowdin_charge:R:1
P 0.015 0.133 -0.057 -0.04
O -3.050 -0.538 3.811 0.06
O -0.002 -1.281 -0.519 -0.30
O -0.372 -4.653 4.087 0.00
O 4.038 -3.787 0.680 0.02
O -1.348 0.799 -0.377 -0.34
O -0.893 -0.666 -5.471 0.08
O 5.159 3.283 1.514 0.03
O 0.270 0.125 1.388 -0.31
O 4.642 -2.555 2.281 0.02
O -3.719 -3.653 1.650 -0.03
O -2.932 -0.612 -4.801 0.02
O 1.089 0.810 -0.831 -0.29
O -4.745 -1.820 1.367 0.08
O -3.585 1.334 4.674 0.04
O -1.140 4.259 2.964 0.05
O 0.105 5.815 1.892 -0.01
O 3.306 3.719 2.469 0.04
O 1.334 -4.234 2.924 0.08
N 3.851 -2.772 1.363 -0.40
N 3.971 3.046 1.694 -0.44
N -0.490 4.688 2.030 -0.38
N -3.511 1.559 -1.146 -0.02
N -3.931 -2.572 0.954 -0.36
N -1.707 -0.753 -4.617 -0.46
N -3.135 0.662 3.739 -0.41
N 3.079 -0.114 -1.814 -0.03
N 0.172 -4.093 3.080 -0.39
N 0.727 2.704 -2.455 -0.02
N 0.001 -3.340 -1.857 -0.04
N 0.641 0.361 3.805 -0.02
C 1.089 1.383 5.808 -0.14
C 3.212 -1.477 -2.141 -0.10
C -0.496 3.356 -2.598 -0.16
C 1.124 4.336 -4.149 -0.08
C 5.232 -0.267 -2.804 -0.10
C -0.914 -3.549 -2.923 -0.16
C 4.252 0.651 -2.147 -0.14
C 1.210 -0.044 6.078 -0.09
C -0.514 -3.175 2.147 0.05
C 2.639 -1.962 1.253 0.02
C -3.067 -2.360 -0.258 0.07
C -3.873 2.134 -2.370 -0.13
C -5.796 1.686 -1.067 -0.12
C 0.931 -0.683 4.679 -0.08
C -5.341 2.136 -2.429 -0.12
C 1.751 3.081 -3.417 -0.05
C -0.309 4.508 -3.522 -0.09
C -4.602 1.220 -0.303 -0.09
C 0.863 1.595 4.360 -0.13
C 4.630 -1.732 -2.754 -0.06
C 0.332 -5.578 -2.409 -0.09
C 3.419 1.829 1.146 0.04
C -2.306 1.219 2.759 0.01
C 0.775 -4.462 -1.507 -0.12
C -0.788 -4.923 -3.309 -0.12
C -0.289 3.683 0.904 0.04
C -1.283 -0.181 -3.386 -0.01
H 0.084 -2.394 1.987 0.01
H -1.730 1.887 3.226 0.05
H -3.216 2.644 -3.045 0.07
H -1.614 -2.743 -3.343 0.10
H 2.689 1.486 1.914 0.11
H 2.957 -1.047 0.826 0.07
H -1.074 -5.578 -4.140 0.04
H -1.017 5.217 -3.903 0.03
H -1.928 -0.395 -2.514 0.09
H 1.422 -0.555 6.988 0.04
H 0.442 0.123 2.809 0.01
H 2.111 -1.711 2.241 0.11
H 2.091 0.175 -1.297 0.01
H 1.606 -4.522 -0.743 0.10
H -2.626 1.091 -0.847 -0.02
H -4.354 0.808 0.582 0.03
H 0.600 -6.583 -2.249 0.01
H 4.347 1.259 0.985 0.11
H 5.202 -2.696 -2.941 0.05
H -5.974 2.449 -3.295 0.06
H 0.748 1.867 -1.733 0.06
H -6.742 1.372 -0.569 0.06
H -1.748 0.359 2.365 0.10
H 2.685 2.575 -3.517 0.04
H 3.055 2.068 0.223 0.06
H 0.354 4.353 0.113 0.16
H -0.206 -0.707 -3.288 0.16
H -1.483 -2.645 2.406 0.13
H -2.776 1.765 2.131 0.04
H 1.962 -2.563 0.682 0.06
H -1.153 0.784 -3.430 0.03
H 6.131 -0.069 -3.169 -0.02
H 4.472 1.651 -2.002 0.04
H 1.007 2.031 6.725 0.07
H 0.159 2.833 1.148 0.00
H -0.028 -2.306 -1.374 0.02
H 0.847 2.553 3.797 0.09
H 2.402 -1.979 -1.700 0.04
H -3.199 -2.990 -1.190 0.13
H -3.235 -1.412 -0.668 0.06
H -1.227 3.145 0.574 0.10
H -1.210 3.018 -1.908 0.05
H -2.128 -2.316 0.082 0.02
H 0.744 -1.731 4.428 0.07
H 1.696 4.935 -4.826 0.01
H -0.868 -3.737 1.434 0.04
```

As for the energy: -3408.2205 Ha. For the energy above the lowest of the compared OMol25 structures with the same formula, charge and spin, the calculation gives 0.0 kcal per mole. As for the HOMO-LUMO gap: 7.1 eV. The LUMO energy is 5.79 eV. As for the charge: -3.